# 1
{"formula": "C18H24N4O2OsS2", "method": "wB97M-V/def2-TZVPD", "largest_force_ev_per_a": 2.04, "total_energy_ev": -53232.885, "charge": 2, "elements": ["Os", "S", "S", "O", "O", "N", "N", "N", "N", "C", "C", "C", "C", "C", "C", "C", "C", "C", "C", "C", "C", "C", "C", "C", "C", "C", "C", "H", "H", "H", "H", "H", "H", "H", "H", "H", "H", "H", "H", "H", "H", "H", "H", "H", "H", "H", "H", "H", "H", "H", "H"], "positions_angstrom": [[-0.7487, 0.8458, -0.2263], [-0.3679, 1.3642, 2.1413], [-0.7333, 1.7180, -2.2795], [2.4984, 3.1924, 0.2240], [1.1433, 1.4586, -0.1709], [-1.0009, 3.0143, 0.1821], [-0.2640, -0.8732, -1.4322], [-1.5742, -0.9417, 0.9764], [0.3071, 3.5336, 0.2795], [-0.6317, -0.0464, 4.4734], [0.6648, 0.8247, -2.8837], [-3.0091, -0.6193, 0.7221], [3.6549, 2.3111, 0.0556], [-1.8051, -2.2018, 3.1280], [2.6393, 0.4996, -4.1902], [1.3259, 2.6745, 0.1025], [1.5630, 1.2991, -3.8249], [1.9001, -1.2413, -2.6826], [-1.6245, -2.2422, 4.5005], [-1.1293, -2.2234, 0.3252], [-1.3512, -1.3564, -2.3585], [0.1032, -1.9629, -0.5005], [-1.3763, -1.0762, 2.4326], [-1.0330, -1.1697, 5.1685], [0.8353, -0.4407, -2.3244], [2.8113, -0.7512, -3.6167], [-0.8112, -0.0141, 3.0895], [-1.5188, -0.6087, -3.1248], [0.4088, -2.8649, -1.0336], [-1.9452, -2.6462, -0.2550], [1.4267, 2.2790, -4.2633], [-0.8892, -1.2150, 6.2390], [0.9325, -1.6228, 0.1212], [2.0470, -2.2261, -2.2628], [-3.2565, 0.2894, 1.2689], [4.5101, 2.9606, 0.1941], [-2.2878, -3.0307, 2.6266], [-1.5228, 3.1926, 1.0427], [-1.9497, -3.1114, 5.0548], [3.6547, -1.3648, -3.9016], [-1.0104, -2.2838, -2.8196], [-1.4772, 3.4651, -0.6013], [-0.8726, -2.9521, 1.0877], [0.4662, 4.5091, 0.4900], [-0.1883, 0.7970, 4.9852], [-3.6576, -1.4255, 1.0704], [-2.2800, -1.5307, -1.8300], [3.6212, 1.5349, 0.8145], [3.6377, 1.8885, -0.9453], [-3.1854, -0.4678, -0.3474], [3.3503, 0.8590, -4.9212]]}

# 2
{"formula": "C18H24N4O3S", "method": "wB97M-V/def2-TZVPD", "largest_force_ev_per_a": 2.41, "smiles": "CCC(C)(C)c1nnc(NC(=O)C2CCN(C(=O)c3ccco3)CC2)s1", "total_energy_ev": -41992.851, "charge": 0, "relative_energy_kcal_mol": 60.4, "elements": ["S", "O", "O", "O", "N", "N", "N", "N", "C", "C", "C", "C", "C", "C", "C", "C", "C", "C", "C", "C", "C", "C", "C", "C", "C", "C", "H", "H", "H", "H", "H", "H", "H", "H", "H", "H", "H", "H", "H", "H", "H", "H", "H", "H", "H", "H", "H", "H", "H", "H"], "positions_angstrom": [[-2.0404, -2.0318, -0.5353], [0.8902, -1.4458, 0.4137], [4.6908, 1.8824, 3.1058], [4.2117, 4.0358, 0.2557], [4.5519, 1.8376, -0.1137], [-1.9466, -0.2828, -2.4094], [0.1207, -0.3236, -1.4046], [-3.2395, -0.7310, -2.3828], [-4.7984, -3.8278, -1.2140], [-3.4675, -1.6727, -1.5195], [4.7673, 2.4525, 4.3842], [3.3437, -0.1313, 0.5593], [3.9453, 1.8899, -1.4481], [4.4547, 2.9419, 0.7533], [-5.9496, -1.8882, -2.2028], [1.1031, -0.6384, -0.5001], [4.6611, 4.1817, 2.9330], [-1.2064, -0.7818, -1.4563], [4.7532, 3.8395, 4.3074], [-5.2035, -1.6755, 0.2157], [2.5231, -0.0902, -0.7470], [-4.8541, -2.2671, -1.1834], [-6.6455, -1.8669, 0.6527], [2.5222, 1.3755, -1.2798], [4.7507, 0.4827, 0.3767], [4.5996, 2.9632, 2.2526], [-4.5554, -2.1987, 0.9466], [3.5387, -1.1555, 0.8767], [4.8861, 1.9256, 5.3193], [-5.7930, -4.2569, -1.0800], [-6.1335, -0.8203, -2.1688], [-5.6392, -2.1412, -3.2194], [1.9876, 1.9862, -0.5578], [-4.1949, -4.1978, -0.4216], [-6.8243, -1.3816, 1.5794], [-4.9766, -0.6163, 0.2718], [4.6670, 5.1600, 2.4622], [-6.8661, -2.9236, 0.8296], [4.4977, 1.2841, -2.1336], [0.3418, 0.4177, -2.0554], [-4.4101, -4.1755, -2.2087], [4.8154, 4.4904, 5.1767], [-7.3552, -1.4703, -0.0961], [2.0482, 1.3827, -2.2517], [3.8915, 2.9076, -1.8587], [5.3366, 0.4461, 1.3018], [2.8196, 0.4053, 1.3723], [5.3204, -0.0954, -0.3666], [-6.8967, -2.4574, -2.0314], [2.9566, -0.7431, -1.4998]]}

# 3
{"formula": "C18H24N4O3S2", "method": "wB97M-V/def2-TZVPD", "largest_force_ev_per_a": 1.10, "smiles": "Cc1ccc(S(=O)(=O)N2CCCCC2)cc1NC(=O)CSc1nccn1C", "total_energy_ev": -52829.665, "charge": 0, "relative_energy_kcal_mol": 18.9, "elements": ["S", "S", "O", "O", "O", "N", "N", "N", "N", "C", "C", "C", "C", "C", "C", "C", "C", "C", "C", "C", "C", "C", "C", "C", "C", "C", "C", "H", "H", "H", "H", "H", "H", "H", "H", "H", "H", "H", "H", "H", "H", "H", "H", "H", "H", "H", "H", "H", "H", "H", "H"], "positions_angstrom": [[-3.0672, -2.9946, 2.6091], [0.3591, 1.5527, 0.2422], [0.4465, 1.3964, 1.6703], [-0.8484, -4.6165, 0.7072], [-0.8250, 2.1990, -0.2597], [1.7483, 2.3052, -0.2995], [-1.8322, -2.9139, -0.4564], [-4.0227, -1.3430, 0.6723], [-2.9398, -0.2771, 2.2854], [-3.1438, -4.1161, 1.1608], [0.4718, -4.1281, -1.8617], [-4.0403, -0.0062, 0.4129], [3.7439, 4.0919, -1.2968], [0.4708, -2.7276, -1.3438], [-0.6695, -2.1711, -0.7540], [3.0109, 3.1111, -2.2093], [3.7907, 3.5365, 0.1249], [-0.6671, -0.8317, -0.3824], [-3.3628, -1.4694, 1.8048], [1.6069, -1.9299, -1.4522], [-3.3792, 0.6680, 1.3970], [2.3738, 3.2435, 0.6092], [-1.8184, -3.9455, 0.4432], [0.4775, -0.0746, -0.4872], [1.6376, -0.6218, -0.9961], [-2.1071, -0.0294, 3.4285], [1.6223, 2.8168, -1.6476], [-1.2180, 0.5241, 3.1144], [-1.5517, -0.3576, 0.0090], [2.5376, -0.0309, -1.0417], [3.2165, 5.0485, -1.2951], [4.7556, 4.2645, -1.6677], [4.2641, 4.2504, 0.7999], [2.9150, 3.5212, -3.2153], [-0.4449, -4.3246, -2.4149], [2.3713, 2.7781, 1.5952], [2.4961, -2.3560, -1.8932], [1.7964, 4.1792, 0.6605], [1.1083, 2.0560, -2.2387], [-4.5207, 0.3694, -0.4671], [0.5057, -4.8298, -1.0293], [-2.6851, -2.3532, -0.4424], [-1.8091, -0.9827, 3.8626], [3.5761, 2.1795, -2.2698], [-4.0137, -3.8385, 0.5706], [-2.6499, 0.5512, 4.1765], [1.0071, 3.7281, -1.6572], [4.3697, 2.6118, 0.1379], [-3.2342, -5.1187, 1.5732], [-3.1565, 1.7064, 1.5186], [1.3283, -4.3008, -2.5073]]}

no.,gap between HOMO and LUMO (eV)
1,6.059
2,9.522
3,8.968